Record 1
Molecular formula: C35H51OSn
Method: DFT, ωB97M-V with the def2-TZVPD basis set

XYZ file:
```
88
Properties=species:S:1:pos:R:3:forces:R:3:mulliken_charge:R:1
C 2.214 -0.908 -4.020 0.101 0.147 -0.128 -1.917
C 1.969 -1.622 -2.685 -0.274 0.580 0.878 2.325
C 3.129 -2.606 -2.486 0.181 0.076 0.093 -1.674
C 0.656 -2.444 -2.767 -0.270 -0.179 0.036 -1.442
Sn -0.957 -1.963 -1.417 0.020 0.553 0.091 0.792
C -1.331 -3.741 -0.203 0.202 0.569 -0.278 -1.655
C -2.051 -4.860 -0.991 0.047 0.385 -0.108 2.254
C -3.313 -5.346 -0.283 -0.083 -0.037 0.005 -1.770
C -1.122 -6.034 -1.284 0.020 -0.102 -0.082 -1.690
C -0.417 -0.077 -0.479 -0.292 -0.605 -0.318 -1.499
C -0.487 1.039 -1.552 -0.430 -0.359 -0.223 2.147
C 0.882 1.491 -2.058 0.331 0.276 -0.352 -0.847
C -1.307 2.242 -1.063 -0.016 0.015 0.019 -1.847
C -2.923 -1.579 -2.296 0.494 -0.026 0.214 -1.701
C -3.225 -2.016 -3.731 -0.096 -0.003 0.314 1.487
C -2.482 -1.161 -4.750 0.093 -0.064 -0.262 -1.257
C -4.729 -1.948 -4.014 0.009 -0.165 -0.102 -1.727
H -2.915 -3.069 -3.843 -0.016 0.217 -0.088 0.027
H 2.457 -1.653 -4.795 -0.051 0.091 0.190 0.485
H 1.346 -0.351 -4.388 0.086 -0.059 0.211 0.401
H 3.061 -0.213 -3.954 -0.154 -0.078 -0.003 0.415
H 1.924 -0.835 -1.818 0.185 -1.562 -1.606 -0.801
H 3.197 -3.211 -3.399 0.099 -0.019 0.164 0.391
H 4.094 -2.106 -2.335 -0.175 -0.009 -0.047 0.406
H 2.974 -3.299 -1.652 -0.061 0.188 0.035 0.387
H 0.224 -2.420 -3.772 0.234 -0.093 -0.033 0.393
H 0.830 -3.500 -2.516 0.147 0.141 -0.235 0.321
H -0.334 -4.033 0.143 -0.279 -0.205 0.240 0.444
H -1.922 -3.357 0.636 0.127 -0.338 0.044 0.442
H -2.374 -4.446 -1.966 0.004 -0.234 0.205 -0.549
H -3.077 -5.780 0.696 0.021 0.086 -0.082 0.370
H -4.031 -4.532 -0.131 0.135 -0.057 0.015 0.382
H -3.810 -6.118 -0.879 -0.014 0.018 0.044 0.419
H -0.761 -6.486 -0.351 -0.029 0.092 -0.102 0.373
H -1.653 -6.808 -1.848 0.065 0.030 0.037 0.413
H -0.252 -5.734 -1.879 -0.088 0.029 0.140 0.339
H -1.153 0.061 0.317 0.227 0.212 0.083 0.644
H 0.577 -0.179 -0.042 -0.116 0.226 0.173 0.301
H -1.010 0.641 -2.444 -0.103 0.122 0.261 -0.050
H 1.700 1.100 -1.449 -0.271 0.188 -0.127 -0.224
H 1.085 1.217 -3.100 -0.277 0.048 0.192 -0.071
H 0.947 2.582 -1.994 0.023 -0.340 -0.095 0.278
H -0.754 2.783 -0.283 -0.130 -0.101 -0.164 0.102
H -1.479 2.937 -1.896 0.037 -0.059 0.184 0.496
H -2.287 1.940 -0.659 0.270 0.033 -0.106 0.406
H -3.560 -2.101 -1.574 -0.215 0.104 -0.163 0.456
H -3.074 -0.498 -2.169 -0.152 -0.184 -0.075 0.522
H -2.822 -0.117 -4.698 0.103 -0.175 0.043 0.323
H -1.395 -1.179 -4.611 -0.194 0.054 0.080 0.062
H -2.687 -1.530 -5.763 0.037 0.122 0.080 0.441
H -5.108 -0.928 -3.894 0.075 -0.045 0.025 0.347
H -4.935 -2.267 -5.040 -0.073 0.029 0.004 0.430
H -5.290 -2.602 -3.342 0.035 0.061 0.005 0.382
C 1.581 3.263 8.413 -0.128 0.216 -0.215 -0.531
C 1.051 3.700 7.189 -0.042 -0.668 0.229 -0.495
C 0.618 2.771 6.228 0.145 0.236 0.247 -0.314
C 0.777 1.408 6.498 0.383 -0.784 -0.781 0.651
O 0.674 0.376 5.563 -0.642 0.279 1.055 -0.512
C 0.947 0.655 4.227 -0.155 -0.088 -0.074 -0.074
C 2.110 0.115 3.664 -0.451 0.534 0.408 -0.689
C 2.542 0.619 2.453 -0.376 -0.095 -0.415 -0.458
C 1.796 1.602 1.747 0.309 0.255 -0.223 0.779
C 2.292 2.195 0.538 0.353 1.125 0.465 -1.197
C 2.010 3.560 0.205 0.072 -0.635 -0.041 0.629
C 2.280 4.112 -1.092 0.070 0.300 0.081 -0.851
C 1.629 5.260 -1.535 0.097 -0.094 0.511 -0.217
C 0.778 5.961 -0.663 -0.120 0.415 -0.182 -0.704
C 0.754 5.608 0.695 0.233 -0.367 -0.139 -0.484
C 1.397 4.458 1.135 -0.162 0.527 -0.391 -0.590
C 0.527 1.964 2.283 -0.208 -0.134 0.192 0.239
C 0.087 1.480 3.500 0.639 0.024 0.033 -1.159
C 1.164 0.966 7.763 0.187 0.276 0.063 -0.546
C 1.590 1.895 8.706 -0.215 0.029 0.067 -0.283
H 1.982 3.988 9.131 -0.271 -0.316 -0.271 0.338
H 0.966 4.760 6.960 0.081 -0.190 0.101 0.355
H 0.189 3.128 5.290 0.404 -0.223 0.294 0.339
H 2.685 -0.631 4.217 -0.098 0.338 -0.042 0.438
H 3.494 0.300 2.037 -0.096 -0.040 0.005 0.376
H 3.101 1.704 -0.007 -0.173 -0.017 0.183 0.382
H 2.969 3.582 -1.760 -0.317 0.099 0.175 0.347
H 1.794 5.624 -2.556 -0.121 -0.182 0.365 0.360
H 0.173 6.800 -1.019 0.340 -0.171 0.084 0.328
H 0.235 6.237 1.423 0.085 -0.111 -0.234 0.361
H 1.423 4.234 2.202 -0.097 -0.032 -0.339 0.605
H -0.107 2.696 1.783 0.266 -0.416 -0.080 0.349
H -0.868 1.808 3.928 0.381 -0.210 -0.158 0.644
H 1.195 -0.111 7.941 0.079 0.368 -0.027 0.378
H 1.927 1.539 9.682 -0.008 0.165 -0.274 0.325
```
Positions in Å, forces in eV/Å.

Calculated values
HOMO-LUMO gap: 4.479 eV
multiplicity: 1
charge: -1
LUMO: 2.3402 eV
highest occupied orbital energy: -0.079 hartree



Record 2
Molecular formula: C35H52AlAsOP3Se
Method: DFT, ωB97M-V with the def2-TZVPD basis set

XYZ file:
```
94
Properties=species:S:1:pos:R:3:forces:R:3:mulliken_charge:R:1
Al 0.606 0.098 -0.009 -1.075 -1.004 1.522 -0.863
P -1.406 -0.663 1.586 0.036 -0.115 1.286 1.075
P 1.512 -2.171 -0.656 1.141 -0.701 0.211 1.104
P -1.570 -0.650 -1.656 -0.134 0.223 -1.292 0.784
H 1.011 2.722 -0.772 0.161 -0.918 0.653 0.994
C 0.097 2.118 -0.682 -1.848 1.953 0.486 -0.800
C -0.740 2.332 0.425 1.328 0.754 -1.747 -0.645
H -0.340 2.698 1.372 0.039 -0.353 -0.121 -0.031
C -0.958 -0.263 3.313 0.099 0.060 -0.009 -1.412
C -1.722 -2.460 1.838 0.029 -0.053 -0.306 -1.488
C -3.081 0.105 1.520 0.027 0.000 -0.170 -1.245
C 2.632 -2.399 -2.089 -0.169 0.463 -0.164 -1.412
C 2.623 -2.623 0.718 0.072 0.157 0.194 -1.235
C 0.443 -3.658 -0.751 -0.574 0.333 -0.010 -1.292
C -2.773 0.704 -1.959 -0.007 0.034 0.257 -1.408
C -2.708 -2.082 -1.479 0.061 -0.038 0.380 -1.470
C -1.054 -0.974 -3.383 0.274 0.256 -0.112 -1.009
H -0.358 2.084 -1.680 -0.067 -0.462 0.532 0.398
H -1.823 2.375 0.311 0.241 -0.632 0.029 0.644
H -0.868 0.820 3.435 0.022 -0.205 0.059 0.267
H 0.007 -0.724 3.554 -0.199 0.155 -0.008 0.273
H -1.716 -0.641 4.018 0.190 0.107 -0.328 0.692
H -0.757 -2.976 1.942 -0.284 0.121 0.063 0.380
H -2.284 -2.905 1.012 0.176 0.035 0.218 0.356
H -2.287 -2.601 2.770 0.102 0.127 -0.268 0.580
H -2.987 1.155 1.219 -0.249 -0.341 0.157 0.254
H -3.517 0.080 2.528 0.123 -0.095 -0.293 0.511
H -3.756 -0.410 0.826 0.184 0.173 0.192 0.451
H 3.208 -3.327 -1.941 -0.271 0.330 -0.006 0.554
H 3.311 -1.541 -2.159 -0.031 -0.281 -0.016 0.406
H 2.068 -2.459 -3.028 0.125 0.013 0.217 0.336
H 3.207 -3.520 0.457 -0.278 0.250 0.056 0.678
H 2.045 -2.817 1.629 0.096 0.005 -0.165 0.297
H 3.315 -1.802 0.935 -0.096 -0.163 -0.098 0.209
H 1.070 -4.557 -0.680 0.044 0.330 -0.062 0.597
H -0.112 -3.690 -1.695 0.199 -0.005 0.155 0.399
H -0.276 -3.678 0.075 0.201 -0.036 -0.240 0.217
H -3.402 0.423 -2.815 0.122 0.131 0.261 0.522
H -2.248 1.635 -2.196 -0.204 -0.130 -0.080 0.357
H -3.410 0.868 -1.082 0.080 0.002 -0.276 0.358
H -3.323 -2.141 -2.387 0.141 0.057 0.226 0.529
H -3.363 -1.966 -0.611 0.054 -0.128 -0.227 0.437
H -2.135 -3.010 -1.381 -0.255 0.183 -0.018 0.290
H -1.943 -0.953 -4.032 0.299 -0.142 0.175 0.577
H -0.565 -1.954 -3.450 -0.106 0.204 -0.090 0.274
H -0.343 -0.195 -3.700 -0.478 -0.469 0.018 0.059
C 1.958 2.543 -4.366 0.019 0.981 -0.602 0.566
C 1.389 3.761 -3.959 0.269 -0.121 -0.169 0.098
C 1.508 4.905 -4.768 0.160 -0.336 -0.211 -0.731
C 2.154 4.828 -6.014 0.017 -0.409 0.260 -0.445
C 2.676 3.599 -6.452 -0.380 0.223 0.389 -0.643
C 2.569 2.463 -5.639 -0.051 -0.250 0.587 -0.576
Se 1.879 0.920 -3.280 0.457 0.229 0.202 0.025
H 2.264 1.376 -1.885 0.261 0.096 -1.022 0.152
H 0.858 3.817 -3.009 0.136 0.127 -0.173 0.237
H 1.098 5.862 -4.434 0.092 -0.422 -0.082 0.388
H 2.248 5.717 -6.649 -0.062 -0.394 0.343 0.390
H 3.166 3.535 -7.427 -0.201 -0.074 0.395 0.386
H 2.957 1.503 -5.983 0.043 0.319 0.064 0.355
O 1.588 0.589 1.452 0.047 0.224 -0.432 1.270
As 2.620 1.161 2.776 -0.272 -0.048 -0.212 1.385
C 4.026 -0.121 2.949 0.488 -0.200 -0.064 -0.053
C 3.789 -1.387 3.512 0.135 -0.028 -0.026 -0.210
C 4.850 -2.283 3.683 -0.346 0.210 -0.068 -0.912
C 6.142 -1.915 3.302 0.006 0.190 -0.064 -0.578
C 6.379 -0.666 2.718 -0.230 -0.022 -0.092 -0.746
C 5.319 0.224 2.519 -0.166 -0.079 0.085 -0.462
C 3.183 2.980 2.446 0.125 0.336 -0.251 -0.133
C 4.016 3.632 3.374 -0.135 -0.085 -0.114 -0.592
C 4.260 5.007 3.249 -0.140 -0.345 -0.157 -0.704
C 3.681 5.729 2.200 -0.176 -0.315 -0.128 -0.603
C 2.872 5.072 1.265 -0.035 -0.096 0.103 -0.334
C 2.618 3.703 1.391 0.083 0.028 0.186 0.355
C 1.643 1.346 4.430 -0.036 0.006 0.339 0.617
C 1.913 0.513 5.526 -0.166 -0.021 -0.065 -0.074
C 1.265 0.725 6.747 -0.031 0.093 -0.113 -0.781
C 0.374 1.792 6.897 0.097 -0.191 -0.222 -0.683
C 0.115 2.633 5.808 0.172 0.037 -0.332 -0.648
C 0.754 2.427 4.575 -0.026 -0.188 0.334 -0.792
H 2.776 -1.688 3.786 0.309 0.063 0.029 0.479
H 4.656 -3.270 4.112 0.110 0.372 -0.129 0.459
H 6.968 -2.611 3.451 -0.218 0.213 -0.032 0.438
H 7.385 -0.384 2.400 -0.333 -0.119 0.111 0.447
H 5.481 1.174 2.010 0.103 -0.135 0.247 0.477
H 4.462 3.070 4.195 -0.085 0.198 -0.120 0.459
H 4.898 5.512 3.975 -0.182 -0.182 -0.203 0.439
H 3.846 6.804 2.110 0.015 -0.338 0.040 0.425
H 2.414 5.621 0.439 0.207 -0.098 0.293 0.462
H 1.964 3.192 0.689 0.294 0.211 0.193 -0.338
H 2.628 -0.303 5.445 -0.164 0.234 0.057 0.480
H 1.462 0.047 7.581 -0.008 0.299 -0.247 0.459
H -0.114 1.963 7.861 0.174 -0.038 -0.428 0.434
H -0.578 3.468 5.923 0.237 -0.225 -0.050 0.453
H 0.572 3.108 3.739 0.047 -0.117 0.310 0.353
```
Positions in Å, forces in eV/Å.

Calculated values
HOMO-LUMO gap: 5.308 eV
multiplicity: 1
charge: +3
LUMO: -9.9891 eV
highest occupied orbital energy: -0.562 hartree